# 1
Formula: C6H9N
Source: OMol25
Level of theory: ωB97M-V/def2-TZVPD

XYZ file:
```
16
Properties=species:S:1:pos:R:3
C 2.08517 -0.06635 -0.14997
C 0.72340 0.52597 -0.25638
C -0.37673 0.59362 0.75599
C -1.03137 1.40285 -0.39266
N 0.07626 0.94873 -1.28413
C -1.12342 -1.57980 -0.26288
C -0.89617 -0.82980 0.81679
H 2.82056 0.71013 -0.37051
H 2.22064 -0.88522 -0.86163
H 2.26416 -0.44372 0.86141
H -0.25290 1.05780 1.74228
H -2.05750 1.14283 -0.66880
H -0.94210 2.48572 -0.28491
H -0.81379 -1.28969 -1.26731
H -1.65852 -2.51611 -0.18141
H -1.03769 -1.25696 1.80411
```

Properties
**LUMO**: 0.041 Eh
**Frontier orbital gap**: 10.56 eV

# 2
Formula: C2H5F2N2P
Source: OMol25
Level of theory: ωB97M-V/def2-TZVPD

XYZ file:
```
12
Properties=species:S:1:pos:R:3
C 0.22658 0.94352 -1.88969
C -1.51606 -0.60177 1.92322
N 0.62169 -0.28594 -1.23661
N -0.27161 -0.53533 2.04528
F 1.52733 -1.92424 0.43229
F 2.02402 0.34311 1.05257
P 0.89698 -0.44959 0.27518
H 1.13952 1.59198 -2.13517
H -0.03183 0.88092 -2.88863
H -2.08374 -1.13230 2.79561
H -2.03870 -0.29602 1.01873
H -0.49417 1.46566 -1.39278
```

Properties
**LUMO (spin up / spin down)**: 0.018 / -0.101 Eh
**Frontier orbital gap (spin up / spin down)**: 6.91 / 6.94 eV
**Multiplicity**: 3

# 3
Formula: C3H7N2S
Source: OMol25
Level of theory: ωB97M-V/def2-TZVPD

XYZ file:
```
13
Properties=species:S:1:pos:R:3
C 1.44208 0.72783 1.46339
C 0.59591 -0.18809 1.07479
C 0.93455 1.31626 -0.93810
N -2.16070 -2.76115 -0.27875
N 0.48024 1.14634 0.43712
S -2.38899 -1.20665 -0.08217
H 2.29052 1.25625 1.86466
H 0.20792 0.87469 -1.56428
H 1.20456 2.35752 -1.13356
H 1.85574 0.78088 -0.99848
H -2.82347 -3.22800 0.30183
H -1.39452 -2.98250 -0.82268
H -0.24384 1.90661 0.67622
```

Properties
**LUMO (spin up / spin down)**: -0.280 / -0.248 Eh
**Net charge**: +1
**Frontier orbital gap (spin up / spin down)**: 5.18 / 7.22 eV

Q: Which energy above the lowest of the compared OMol25 structures with the same formula, charge and spin values were calculated for the entries above? A: 55.1, 8.4, 169.0, in kcal per mole.